# 1
73
Properties=species:S:1:pos:R:3 method="wB97M-V/def2-TZVPD" charge=+1 fmax_ha_per_bohr=0.014 energy_ev=-237616.5697 relative_energy_kcal_mol=0.0 homo_lumo_gap_ev=7.138
Sc -0.17316 -0.25261 -0.31845
O 1.14899 5.50294 -1.47250
C 2.20015 5.04029 -0.81118
O 3.20848 5.67638 -0.66840
C 2.10573 3.64673 -0.28314
C 3.03556 3.08357 0.56924
N 2.60701 1.83971 0.85254
N 1.44900 1.55573 0.24061
C 1.15325 2.62982 -0.47259
C -0.03240 2.49906 -1.38541
O -0.65685 3.48428 -1.74761
O -0.25217 1.27989 -1.70208
H 0.38589 4.87704 -1.49512
H 3.94615 3.48860 0.97616
H 3.01231 1.17338 1.49042
Br -2.84041 2.02668 5.71180
C -2.09635 1.55795 4.05338
C -0.73423 1.33539 3.92999
C -0.25430 0.96534 2.68961
N -1.01693 0.82496 1.60201
C -2.32798 1.07911 1.72582
C -2.90630 1.42964 2.93814
C -3.11765 0.97420 0.48232
C -4.38067 1.53897 0.37800
C -5.05763 1.42366 -0.82234
Br -6.76963 2.17018 -1.01768
C -4.45023 0.76744 -1.87592
C -3.17865 0.25986 -1.68278
N -2.51339 0.33751 -0.52871
H -0.06634 1.42987 4.77300
H 0.79981 0.77149 2.55753
H -3.96930 1.58808 3.02352
H -4.82401 2.08199 1.19737
H -4.93610 0.66774 -2.83486
H -2.67465 -0.22525 -2.50353
N 2.63221 -3.42171 1.00290
C 1.81119 -4.25969 1.80782
C 1.87384 -5.63719 1.68881
C 1.03385 -6.42355 2.46449
C 0.11470 -5.83441 3.31805
C 0.03318 -4.45370 3.40603
C 0.90590 -3.66776 2.67109
S 0.91478 -1.91262 2.81235
N 1.36403 -1.43860 1.22129
C 2.18378 -2.20402 0.58394
C 2.70197 -1.68835 -0.70960
C 3.93678 -2.05312 -1.22640
C 4.36235 -1.45701 -2.40472
C 3.54781 -0.52152 -3.01709
C 2.33145 -0.21031 -2.42756
N 1.91328 -0.78302 -1.29975
H 3.18643 -3.92598 0.32771
H 2.57619 -6.09170 1.00061
H 1.09256 -7.50025 2.38929
H -0.54826 -6.44907 3.91032
H -0.69965 -3.98486 4.04908
H 4.57793 -2.75443 -0.71101
H 5.32337 -1.71577 -2.82773
H 3.84564 -0.02668 -3.93014
H 1.66245 0.52435 -2.85654
C -3.16567 -4.46203 -3.97383
C -2.30091 -3.46313 -3.27895
C -1.53411 -2.54015 -4.01640
C -0.78696 -1.63682 -3.30071
N -0.78141 -1.65908 -1.95990
C -1.55460 -2.56806 -1.32332
S -1.48221 -2.45247 0.39128
N -2.31455 -3.46483 -1.95603
H -2.68803 -4.82786 -4.88226
H -4.10744 -3.99123 -4.26416
H -3.38957 -5.29178 -3.30950
H -1.54472 -2.54360 -5.09583
H -0.18878 -0.86711 -3.77327

# 2
76
Properties=species:S:1:pos:R:3 method="wB97M-V/def2-TZVPD" charge=0 fmax_ha_per_bohr=0.050 energy_ev=-128293.1817 spin_multiplicity=4 relative_energy_kcal_mol=0.0 homo_lumo_gap_ev="7.253 / 7.268"
Nd 1.00292 0.02136 -0.17190
C -0.41935 -2.88979 0.90659
N 0.53679 -1.94796 1.49300
C 1.83008 -2.61515 1.70266
C 2.92911 -1.64944 2.13405
N 2.90356 -0.44256 1.31742
C 3.93488 0.41101 1.44954
C 4.02965 1.49465 0.54973
F 3.02558 1.58560 -0.39040
C 5.02161 2.44265 0.51661
F 5.00831 3.39210 -0.41976
C 6.02912 2.39812 1.46098
F 7.00248 3.31476 1.47915
C 5.99486 1.37403 2.39105
F 6.94282 1.31885 3.32607
C 5.00421 0.41124 2.38437
F 5.08903 -0.52479 3.35019
C 0.01260 -1.41689 2.76052
C -1.02078 -0.32009 2.54819
N -0.48938 0.67504 1.62882
C -1.05919 1.88825 1.60768
C -2.25931 2.33270 2.21822
F -3.08214 1.45227 2.83168
C -2.69527 3.64111 2.16083
F -3.84873 3.96509 2.74791
C -1.97859 4.62047 1.49236
F -2.39799 5.89028 1.47955
C -0.82422 4.23504 0.83393
F -0.11169 5.11707 0.13198
C -0.41609 2.92547 0.89735
F 0.72441 2.58115 0.20429
H -0.59977 -3.74591 1.56966
H -1.35458 -2.37033 0.71243
H -0.04163 -3.26175 -0.04474
H 1.74095 -3.40671 2.45908
H 2.12143 -3.07199 0.75267
H 2.82946 -1.41609 3.19837
H 3.88071 -2.17584 2.01438
H -0.42827 -2.22322 3.36200
H 0.84006 -0.98241 3.31799
H -1.95521 -0.73850 2.16710
H -1.23720 0.12332 3.52406
C 1.53566 1.98408 -2.94996
C 0.05993 1.85911 -2.81360
N -0.57049 1.27601 -1.82409
C -1.94183 1.46640 -1.92505
C -2.32854 2.13519 -3.04652
S -0.97388 2.60035 -3.96977
C -2.94651 1.09737 -0.91718
C -4.06247 1.85528 -0.71485
S -5.13062 1.07655 0.36046
C -3.99764 -0.23208 0.50427
N -2.91355 -0.06819 -0.18966
C -4.35119 -1.41924 1.33909
H 2.03968 1.02975 -2.78403
H 1.90880 2.70697 -2.22228
H 1.78868 2.35030 -3.94273
H -3.32619 2.38995 -3.36068
H -4.29607 2.82626 -1.12028
H -5.40596 -1.66219 1.21292
H -4.19166 -1.21089 2.39888
H -3.75720 -2.28228 1.05018
S 3.11063 -1.09509 -1.98134
C 1.74491 -1.86449 -2.58702
N 0.49710 -1.64778 -2.04881
C -0.42315 -2.42037 -2.67426
C -1.79214 -2.48762 -2.36333
C -2.60318 -3.34648 -3.07136
C -2.09207 -4.15174 -4.09524
C -0.74671 -4.10250 -4.42686
C 0.08448 -3.24611 -3.72187
S 1.80082 -3.02643 -3.91601
H -2.17914 -1.85826 -1.57960
H -3.65721 -3.40059 -2.82698
H -2.75330 -4.81934 -4.63202
H -0.34523 -4.72411 -5.21607

# 3
66
Properties=species:S:1:pos:R:3 method="wB97M-V/def2-TZVPD" charge=+3 fmax_ha_per_bohr=0.079 energy_ev=-51012.9664 spin_multiplicity=5 homo_lumo_gap_ev="4.466 / 3.910"
Ru -0.14233 0.14542 0.37438
N 3.80474 -0.61162 -1.08501
C 2.48698 -0.54290 -0.91383
N 1.91628 -0.18995 0.20828
C 2.65620 0.13612 1.32306
N 2.00900 0.54944 2.38791
N 0.71079 0.56903 2.17629
C -0.14618 0.91579 3.14813
C -1.51517 0.93548 2.81736
C -2.59931 1.19321 3.72512
C -3.91745 1.13646 3.27883
C -4.18643 0.87466 1.90994
C -3.12017 0.72480 1.05438
N -1.83680 0.71194 1.47057
C 4.08898 0.01398 1.21836
C 4.90519 0.16441 2.32776
C 6.30501 -0.01575 2.22681
C 6.90944 -0.34617 0.99801
C 6.07096 -0.55490 -0.13391
C 4.68704 -0.37945 -0.02846
H 4.21847 -0.83127 -1.99872
H 1.82703 -0.77553 -1.73439
H 0.24190 1.19038 4.13518
H -2.36338 1.49396 4.74969
H -4.70872 1.26232 4.01510
H -5.19216 0.93142 1.51396
H -3.22578 0.62666 -0.01550
H 4.45304 0.38581 3.28656
H 6.90883 0.09737 3.12412
H 7.98221 -0.50621 0.91388
H 6.47051 -0.84761 -1.12128
C -0.14162 -3.71299 2.48732
C -1.41506 -4.26365 2.21330
C -2.14106 -3.73488 1.16357
C -1.65478 -2.63710 0.37600
N -0.51833 -1.99202 0.80633
C 0.25874 -2.57706 1.79415
N -2.31447 -2.38922 -0.77387
C -2.06348 -1.41352 -1.57428
N -1.16165 -0.36253 -1.44266
C -1.40609 0.47314 -2.52610
N -0.89443 1.65366 -2.74662
C -0.07243 2.36931 -1.97689
C 0.54914 3.50705 -2.55958
C 1.23520 4.42118 -1.79353
C 1.38539 4.19844 -0.40351
C 0.81279 3.05299 0.12881
N 0.15536 2.11275 -0.60150
C -2.42483 -0.08451 -3.42572
C -3.05420 0.37508 -4.56268
C -4.13867 -0.32761 -5.11210
C -4.54556 -1.50425 -4.50389
C -3.96143 -1.93454 -3.29834
C -2.86039 -1.25196 -2.77557
H 0.55903 -4.15874 3.18289
H -1.82327 -5.08826 2.80913
H -3.05591 -4.20069 0.82402
H 1.23499 -2.13299 2.00877
H 0.39251 3.68808 -3.60789
H 1.72102 5.27196 -2.24805
H 1.88899 4.88136 0.25677
H 0.82512 2.86703 1.19738
H -2.72184 1.30075 -4.99836
H -4.65031 0.01161 -6.01063
H -5.35279 -2.09534 -4.94357
H -4.34441 -2.77982 -2.71567

# 4
60
Properties=species:S:1:pos:R:3 method="wB97M-V/def2-TZVPD" charge=-1 fmax_ha_per_bohr=0.069 energy_ev=-41203.1398 homo_lumo_gap_ev=5.623
C 6.52617 0.13609 -1.18133
C 5.58084 -0.64681 -1.86460
C 4.21813 -0.37630 -1.73101
C 3.76421 0.69872 -0.92943
C 2.32278 0.94812 -0.77821
C 1.42450 -0.08622 -0.78461
C 0.01620 0.11646 -0.61562
C -0.85372 -0.99106 -0.36767
C -2.28068 -0.89609 -0.57834
C -2.83499 -0.11101 -1.63716
C -4.20905 0.02273 -1.80012
C -5.08428 -0.67974 -0.96413
C -4.57282 -1.53343 0.02864
C -3.19852 -1.67143 0.19436
C -0.45672 1.46232 -0.72212
C 0.37607 2.55297 -0.76821
C -0.14825 3.92090 -0.93514
C -1.31372 4.16067 -1.70680
C -1.84750 5.44999 -1.82956
C -1.25250 6.53149 -1.16105
C -0.09864 6.31613 -0.39716
C 0.45116 5.03729 -0.31197
C 1.82783 2.33686 -0.56411
O 2.59050 3.24249 -0.19179
C 4.73059 1.47945 -0.26970
C 6.09107 1.19478 -0.37261
H 7.59265 -0.08080 -1.28527
H 5.90173 -1.47221 -2.50435
H 3.48492 -0.98423 -2.26770
H 1.78895 -1.09995 -0.93541
H -0.45967 -2.00565 -0.45368
H -2.15632 0.38850 -2.33791
H -4.59334 0.67618 -2.58573
H -6.15956 -0.58180 -1.08676
H -5.24592 -2.10034 0.67594
H -2.77613 -2.36326 0.92919
H -1.52603 1.63706 -0.75953
H -1.78358 3.32664 -2.23360
H -2.73541 5.61193 -2.44895
H -1.68034 7.53465 -1.24041
H 0.38248 7.13718 0.13251
H 1.37123 4.88540 0.24475
H 4.40037 2.32784 0.31968
H 6.80884 1.80468 0.17636
C 0.02280 -2.62810 1.36045
N 0.80108 -1.78375 2.15702
O 1.83798 -1.26368 1.66197
O 0.47043 -1.48830 3.33618
C -0.78467 -3.63520 2.04243
C -0.94397 -3.64227 3.44695
C -1.70755 -4.62579 4.08859
C -2.31950 -5.63649 3.35257
C -2.13053 -5.68998 1.96321
C -1.34219 -4.73639 1.32098
H 0.56229 -2.97475 0.47921
H -0.41757 -2.90693 4.04049
H -1.79423 -4.56653 5.17664
H -2.95144 -6.36308 3.84667
H -2.59589 -6.48327 1.37663
H -1.09055 -4.83264 0.25032